Entry from OMol25: a structure of composition C13H22FO7SZn (ωB97M-V with the def2-TZVPD basis set).

Properties
- Highest occupied orbital energy: -4.3 eV
- Gap between HOMO and LUMO: 4.64 eV
- Largest force on an atom: 0.0974 Eh/bohr
- E_LUMO: 0.3 eV
- Net charge: -1
- Total energy: -90138.855 eV

```
45
Properties=species:S:1:pos:R:3:mulliken_charge:R:1
Zn -0.146 -0.171 -0.010 1.513
S 2.786 0.182 -2.259 1.064
F -0.623 -0.034 -1.963 -0.842
O 3.812 -1.003 -2.670 -0.293
O 2.006 -0.237 -1.043 -0.379
O -2.343 0.004 0.625 -0.410
O 0.091 -2.087 0.560 -0.688
O 2.140 0.660 -3.450 -0.621
O 0.249 1.398 1.164 -0.596
O -6.930 2.900 1.303 -0.611
C 3.333 -1.972 -3.604 -0.358
C -4.508 2.670 1.703 -0.241
C 3.998 1.444 -1.631 -0.947
C 3.504 -3.371 -2.827 -0.984
C -1.071 -3.356 2.356 -1.133
C -3.403 0.564 1.030 0.188
C 0.563 2.758 1.074 -0.176
C -3.449 1.936 1.714 -0.356
C -5.797 0.845 0.689 -0.390
C -4.654 0.110 0.594 -0.175
C -5.882 2.169 1.292 0.355
C 0.073 -3.270 1.310 -0.467
C 1.744 3.205 1.977 -1.283
H -6.684 0.599 0.125 0.361
H -0.925 -2.770 3.263 0.240
H -0.260 3.412 1.363 0.163
H -4.345 3.649 2.130 0.380
H 4.723 0.889 -1.035 0.300
H 2.303 -1.724 -3.860 0.391
H -2.080 -3.193 1.977 0.237
H 2.731 2.772 1.811 0.263
H 0.799 3.142 0.081 0.242
H 1.033 -3.532 1.755 0.290
H 1.476 3.097 3.028 0.343
H -0.240 -4.083 0.656 0.256
H -2.560 2.338 2.179 0.342
H 4.532 -3.666 -2.616 0.309
H 3.120 -3.225 -1.817 0.238
H 3.488 2.280 -1.152 0.279
H 3.968 -1.929 -4.488 0.276
H 4.382 1.851 -2.567 0.365
H 3.038 -4.225 -3.319 0.341
H -4.612 -0.889 0.187 0.403
H -1.235 -4.409 2.582 0.410
H 1.856 4.272 1.783 0.403
```